No. 1
The following is a quantum chemistry calculation of a cluster of 13 separate species, C13H39N13O26 in total, from the OMol25 dataset.

Calculated values
Kohn-Sham gap, eV: 10.1
F_max, eV/Å: 3.433
Relative energy (zero: lowest compared OMol25 entry of this formula, charge and spin), kcal per mole: 83.9
Lowest unoccupied orbital energy, eV: -0.70
E_tot, eV: -86680.2935

Each line ends with the Löwdin charge.
Geometry (Å):
C  -11.49401  -1.71082  10.30505  0.041
N  -10.68973  -2.18762  9.12991  -0.429
O  -10.36550  -3.36959  9.13116  0.053
O  -10.58788  -1.39684  8.18700  0.046
H  -12.18803  -0.93104  9.99137  0.097
H  -10.72864  -1.32778  10.98002  0.097
H  -12.02379  -2.53078  10.78991  0.094
C  -5.86917  -0.87511  13.54390  0.067
N  -5.85398  -1.66985  12.22815  -0.431
O  -6.51114  -1.16813  11.36955  0.057
O  -5.21419  -2.74838  12.09945  0.028
H  -4.84712  -0.70564  13.88270  0.095
H  -6.44995  -1.52757  14.19589  0.095
H  -6.32086  0.07352  13.25374  0.089
C  -2.08439  -7.83106  9.90626  0.033
N  -2.56412  -9.15845  10.34839  -0.418
O  -2.40996  -9.57949  11.51422  0.042
O  -3.17145  -9.77874  9.47171  0.042
H  -2.29611  -7.66944  8.84930  0.097
H  -1.07389  -7.68847  10.28923  0.102
H  -2.77297  -7.08024  10.29384  0.101
C  -9.22035  3.07333  8.99409  0.044
N  -10.38485  3.98445  8.87165  -0.475
O  -11.51243  3.48613  8.84408  0.043
O  -10.13696  5.12481  8.79638  0.098
H  -8.36865  3.67612  9.30928  0.094
H  -9.04224  2.65848  8.00198  0.102
H  -9.43783  2.31793  9.74919  0.097
C  -12.42871  2.71543  15.36649  0.038
N  -11.45929  2.15308  14.39459  -0.449
O  -11.62149  2.24718  13.19981  0.077
O  -10.46189  1.65642  14.90938  0.035
H  -13.34886  2.93191  14.82375  0.095
H  -12.01271  3.62026  15.80957  0.105
H  -12.73819  1.96000  16.08875  0.099
C  -2.49194  -4.82524  18.42756  0.051
N  -2.57665  -3.74878  17.36143  -0.407
O  -1.99318  -2.64852  17.54196  0.024
O  -3.13124  -4.07226  16.31111  0.045
H  -3.04593  -4.42978  19.27891  0.098
H  -1.44520  -4.95167  18.70406  0.095
H  -2.84839  -5.76196  17.99906  0.094
C  -7.33519  -6.59266  7.31235  0.034
N  -6.51014  -6.21062  8.46383  -0.446
O  -5.54161  -5.46910  8.27859  0.051
O  -6.81698  -6.73406  9.52073  0.055
H  -7.26413  -5.74826  6.62675  0.099
H  -8.38789  -6.72963  7.55964  0.100
H  -6.90341  -7.52918  6.95938  0.108
C  -7.58723  -6.33412  14.94888  0.041
N  -7.43039  -7.00598  16.26220  -0.444
O  -6.91455  -6.44295  17.26951  0.017
O  -7.78111  -8.13393  16.26206  0.088
H  -7.23716  -6.92654  14.10354  0.106
H  -6.98911  -5.42488  15.00914  0.092
H  -8.64673  -6.09880  14.84800  0.101
C  -0.13340  2.02137  15.78558  0.037
N  1.16983  1.52404  16.30838  -0.413
O  1.53557  1.82504  17.44299  0.056
O  1.80728  0.71594  15.57787  0.028
H  0.09578  2.53573  14.85230  0.096
H  -0.39434  2.83417  16.46334  0.091
H  -0.88988  1.24455  15.67424  0.105
C  -5.68681  -0.14674  5.73790  0.033
N  -5.27746  -1.11252  4.69420  -0.432
O  -5.96223  -2.10392  4.44708  0.057
O  -4.27386  -0.75021  4.07549  0.045
H  -5.09741  0.75894  5.59483  0.097
H  -5.51899  -0.59737  6.71610  0.102
H  -6.76611  -0.01056  5.66966  0.098
C  -3.39629  4.65396  11.11167  0.032
N  -3.60378  3.21570  11.04165  -0.466
O  -4.31429  2.86120  10.14608  0.074
O  -3.03229  2.43431  11.80095  0.048
H  -4.21948  5.19764  10.64813  0.104
H  -2.51428  4.93548  10.53643  0.108
H  -3.22926  4.82171  12.17565  0.100
C  -7.30775  5.51321  15.35913  0.035
N  -8.16324  5.73047  14.16058  -0.399
O  -9.27743  6.25884  14.37802  0.041
O  -7.72981  5.29469  13.05723  0.030
H  -6.66884  6.35916  15.61263  0.102
H  -6.80321  4.56300  15.18407  0.099
H  -8.06179  5.45294  16.14392  0.094
C  -8.79935  -2.20182  19.12479  0.040
N  -7.39311  -1.75413  19.21701  -0.429
O  -6.81322  -1.11497  18.30512  0.025
O  -6.82002  -1.97501  20.26342  0.063
H  -8.77311  -2.99614  18.37883  0.104
H  -9.44780  -1.35519  18.89932  0.099
H  -9.15247  -2.50222  20.11128  0.098

No. 2
The following is a quantum chemistry calculation of a structure of composition C13H40B3FN12O10, from the OMol25 dataset.

Calculated values
Kohn-Sham gap, eV: 9.4
F_max, eV/Å: 1.341
Lowest unoccupied orbital energy, eV: 0.41
E_tot, eV: -57245.7204

Each line ends with the Löwdin charge.
Geometry (Å):
C  -0.97523  -1.62361  0.07827  -0.076
C  -0.31006  -0.34540  0.61829  -0.244
O  1.01194  -0.14707  0.12744  -0.160
C  1.88543  -1.21615  0.41178  -0.226
C  3.31976  -0.66591  0.45835  -0.014
B  4.21715  -1.72051  1.17158  -0.503
O  4.37544  -3.02894  0.67688  0.218
B  4.05984  -3.97152  1.64936  -0.308
O  4.41397  -3.73418  2.97647  0.268
B  4.32135  -2.39276  3.32052  -0.467
C  3.58489  -1.88889  4.62821  -0.194
F  2.26788  -2.36197  4.59944  -0.020
C  4.28756  -2.28129  5.94427  -0.180
C  3.36600  -3.03251  6.91958  -0.094
O  4.82543  -1.46745  2.40732  0.302
H  -0.76223  -2.47642  0.72888  0.070
H  -2.05840  -1.50219  0.05348  0.073
H  -0.57394  -1.87371  -0.90759  0.067
H  -0.25565  -0.40661  1.71236  0.124
H  -0.93435  0.50363  0.35591  0.081
H  1.62665  -1.68450  1.37653  0.135
H  1.81229  -1.99915  -0.35123  0.134
H  3.65763  -0.41000  -0.54792  0.120
H  3.28038  0.24365  1.06401  0.122
H  3.44966  -4.95435  1.39000  0.126
H  3.51591  -0.80019  4.57555  0.146
H  4.61845  -1.36830  6.44601  0.109
H  5.17604  -2.89006  5.75990  0.109
H  2.51053  -2.41975  7.19924  0.076
H  2.98302  -3.93956  6.45310  0.076
H  3.94569  -3.30263  7.80264  0.072
C  5.17348  -5.54794  -1.88403  -0.678
O  3.96112  -5.47624  -1.79911  0.031
N  5.79766  -6.58475  -2.53025  0.142
N  6.01023  -4.60996  -1.34525  0.163
H  6.79205  -6.66804  -2.61319  0.086
H  5.21174  -7.29003  -2.93367  0.098
H  5.58856  -3.83660  -0.85952  0.077
H  7.00814  -4.66178  -1.41184  0.093
C  -3.09620  2.71414  0.30756  -0.675
O  -2.64333  1.80477  0.99575  0.000
N  -4.19064  2.53540  -0.49183  0.160
N  -2.54645  3.95781  0.26227  0.160
H  -4.56047  3.27100  -1.06455  0.088
H  -4.63348  1.62473  -0.50445  0.054
H  -1.74075  4.12527  0.83348  0.101
H  -2.92173  4.69373  -0.31910  0.037
C  3.89258  3.01764  -1.03587  -0.684
O  4.31513  2.89342  0.09982  0.024
N  4.50580  3.82974  -1.95617  0.140
N  2.78342  2.35976  -1.48573  0.162
H  4.17869  3.94903  -2.89493  0.086
H  5.32282  4.32504  -1.65528  0.097
H  2.30561  1.75675  -0.83468  0.079
H  2.42585  2.44883  -2.41673  0.092
C  -4.45121  6.76209  -2.05103  -0.657
O  -3.66126  6.05891  -1.43724  0.010
N  -4.96372  6.39066  -3.25867  0.158
N  -4.87146  7.96584  -1.56997  0.158
H  -5.61150  6.94894  -3.78011  0.095
H  -4.66497  5.51028  -3.63462  0.107
H  -4.50779  8.25747  -0.68249  0.107
H  -5.51598  8.56071  -2.05353  0.095
C  -3.65432  -0.44868  -3.35089  -0.665
O  -4.78986  -0.00113  -3.44778  0.004
N  -3.27487  -1.59842  -3.99026  0.150
N  -2.68465  0.15389  -2.61321  0.180
H  -2.35527  -1.98988  -3.92219  0.091
H  -3.96674  -2.06789  -4.54136  0.098
H  -2.93511  0.99106  -2.11226  0.085
H  -1.75287  -0.20372  -2.52117  0.088
C  -7.25122  0.38487  -0.67908  -0.662
O  -6.08452  0.35409  -0.31928  0.012
N  -8.25990  0.72110  0.18299  0.149
N  -7.62773  0.09443  -1.95283  0.165
H  -9.22531  0.75281  -0.08071  0.088
H  -8.00076  0.93944  1.12621  0.102
H  -6.89302  -0.12467  -2.60716  0.074
H  -8.57885  0.11435  -2.26471  0.091

No. 3
The following is a quantum chemistry calculation of a structure of composition C13H40ClF2NO21P4S2Sr, from the OMol25 dataset.

Calculated values
Kohn-Sham gap, eV: 8.7
F_max, eV/Å: 8.542
Relative energy (zero: lowest compared OMol25 entry of this formula, charge and spin), kcal per mole: 68.5
Lowest unoccupied orbital energy, eV: 0.52
E_tot, eV: -136248.4102

Each line ends with the Löwdin charge.
Geometry (Å):
Sr  -27.32175  -32.85004  22.65421  1.253
N  -28.40058  -30.73857  22.43280  -0.423
S  -29.55111  -30.00363  23.12546  0.470
O  -30.86987  -30.34619  22.61078  -0.276
O  -29.38058  -28.66514  23.72751  -0.277
F  -29.49797  -30.92970  24.45503  -0.210
S  -27.95001  -29.39484  21.49621  0.619
O  -26.79807  -28.62108  21.98852  -0.276
O  -28.97386  -28.70053  20.73969  -0.249
F  -27.33266  -30.35073  20.30843  -0.220
Cl  -25.55158  -35.13566  23.28985  -0.451
C  -29.10477  -33.59614  25.86400  -0.100
O  -27.91108  -33.25174  25.11206  -0.259
H  -29.98630  -33.50318  25.22967  0.038
H  -29.03851  -34.66435  26.07045  0.075
H  -29.29506  -32.99068  26.75018  0.093
H  -27.15000  -33.45008  25.66253  0.076
C  -23.22403  -28.60060  24.88843  -0.083
O  -24.08720  -29.50915  24.21554  -0.248
P  -24.89511  -30.65215  24.98298  0.522
O  -25.68613  -31.54312  24.09115  -0.331
O  -25.72520  -29.84192  26.14943  -0.217
C  -26.67415  -28.83216  25.77403  -0.080
O  -23.73130  -31.43278  25.81498  -0.201
C  -22.65278  -31.93507  25.16974  -0.146
H  -23.37564  -27.59648  24.49237  0.104
H  -22.19179  -28.93450  24.78314  0.087
H  -23.26036  -28.63582  25.97726  0.094
H  -27.65885  -29.14030  26.12546  0.088
H  -26.77098  -28.79453  24.68899  0.064
H  -26.49197  -27.84484  26.19841  0.096
H  -22.47558  -31.50338  24.18468  0.062
H  -22.75764  -33.02002  25.16749  0.109
H  -21.83214  -31.70218  25.84828  0.099
C  -29.58073  -36.72850  23.93248  -0.042
O  -30.73330  -35.84166  23.87896  -0.219
P  -30.82423  -34.73594  22.73593  0.439
O  -29.77288  -33.72505  22.73805  -0.289
O  -32.28138  -34.13798  22.86701  -0.189
C  -32.68029  -33.37395  23.99051  -0.086
O  -30.94254  -35.61150  21.31355  -0.264
C  -32.07003  -36.40864  20.91349  -0.071
H  -29.12026  -36.47601  24.88764  0.080
H  -28.95965  -36.61257  23.04427  0.089
H  -29.90176  -37.76569  24.02877  0.091
H  -33.38897  -32.63568  23.61525  0.097
H  -31.90614  -32.78842  24.48643  0.079
H  -33.26088  -33.87946  24.76219  0.094
H  -31.76346  -37.45276  20.85090  0.086
H  -32.36898  -36.08464  19.91662  0.095
H  -32.79877  -36.34788  21.72179  0.084
C  -26.74494  -32.45438  17.41910  -0.075
O  -27.64269  -33.55195  17.62508  -0.200
P  -28.47236  -33.69015  18.97583  0.497
O  -27.68791  -33.59616  20.22166  -0.330
O  -29.73931  -32.61397  18.82261  -0.207
C  -30.70136  -32.54833  19.88962  -0.083
O  -29.20147  -35.13597  18.83424  -0.222
C  -28.47898  -36.35852  18.72791  -0.094
H  -27.33583  -31.56516  17.19948  0.093
H  -26.14351  -32.52974  16.51318  0.092
H  -26.11651  -32.25768  18.28772  0.074
H  -31.60790  -32.05852  19.53413  0.103
H  -30.28513  -32.10160  20.79255  0.056
H  -31.02116  -33.55658  20.15279  0.056
H  -27.62178  -36.31013  18.05638  0.087
H  -29.08560  -37.12409  18.24416  0.085
H  -28.24451  -36.75579  19.71548  0.092
C  -21.39609  -32.51244  21.82326  -0.120
O  -22.79526  -32.46556  22.00322  -0.231
P  -23.76908  -31.93270  20.79606  0.483
O  -25.22004  -31.95059  21.12479  -0.301
O  -23.17741  -30.50412  20.36210  -0.209
C  -23.31292  -29.43149  21.32582  -0.060
O  -23.36084  -32.81166  19.51139  -0.208
C  -23.77069  -34.14357  19.40985  -0.111
H  -21.03524  -32.13034  20.86834  0.088
H  -20.97354  -33.51720  21.82706  0.096
H  -20.88018  -31.90673  22.56829  0.084
H  -22.80099  -28.60660  20.83026  0.099
H  -22.78856  -29.75655  22.22442  0.066
H  -24.32527  -29.14004  21.60566  0.073
H  -24.46663  -34.31274  18.58817  0.084
H  -24.18022  -34.54664  20.33610  0.077
H  -22.91924  -34.78339  19.17796  0.090